No. 1
A cluster of 2 separate species, C12H14NO2 in total in a non-equilibrium geometry. Source: OMol25; level of theory: ωB97M-V/def2-TZVPD.

Each atom is followed by the atoms it is bonded to, with distances in Å.
Cartesian coordinates (Å):
1 C 3.0568 -1.0331 -1.6587  C4 1.506, H17 1.153, H18 1.055, H19 1.097
2 C 1.0451 -0.3886 1.4560  C3 1.483, C6 1.302, N10 1.322
3 C 2.1013 0.0451 0.5104  C2 1.483, C4 1.435, C9 1.374
4 C 1.9865 -0.8344 -0.6178  C1 1.506, C3 1.435, C5 1.319
5 C 0.7845 -1.3766 -0.6071  C4 1.319, N10 1.386, H15 1.108
6 C 0.7599 0.1770 2.5939  C2 1.302, C7 1.541, H11 1.035
7 C 1.7543 1.2287 3.1243  C6 1.541, C8 1.311, H12 1.210
8 C 2.7725 1.5309 2.3562  C7 1.311, C9 1.454, H14 1.201
9 C 2.8954 1.0607 0.9854  C3 1.374, C8 1.454, H16 1.088
10 N 0.3048 -1.1550 0.6742  C2 1.322, C5 1.386, H13 1.022
11 H 0.0606 -0.1337 3.2911  C6 1.035
12 H 1.5170 1.8196 4.1532  C7 1.210
13 H -0.7062 -1.0211 0.6071  N10 1.022
14 H 3.6687 2.2687 2.6661  C8 1.201
15 H 0.2189 -1.9373 -1.3769  C5 1.108
16 H 3.5068 1.6018 0.2663  C9 1.088
17 H 4.1002 -0.9760 -1.1710  C1 1.153
18 H 2.8594 -0.2744 -2.3652  C1 1.055
19 H 2.8217 -2.0248 -2.0641  C1 1.097
20 C -2.3333 0.2067 -2.0707  C21 1.594, C22 1.656, H25 1.119, H26 1.154
21 C -2.5176 1.7757 -2.2857  C20 1.594, H27 1.223, H28 1.079, H29 1.108
22 C -3.5331 -0.3582 -1.0787  C20 1.656, O23 1.205, O24 1.203
23 O -3.0222 -0.7664 -0.0664  C22 1.205
24 O -4.6290 -0.4157 -1.5709  C22 1.203
25 H -2.4616 -0.3166 -3.0520  C20 1.119
26 H -1.3172 0.2486 -1.5249  C20 1.154
27 H -2.9106 1.6763 -3.4392  C21 1.223
28 H -1.5423 2.2136 -2.1392  C21 1.079
29 H -3.3726 2.1942 -1.7182  C21 1.108

Properties
HOMO energy ... -3.823 eV
Molecular weight ... 204.249 g/mol
Net charge ... -1
Multiplicity ... 1
Maximum force ... 6.7 eV Å⁻¹
E ... -18254.44023 eV
Energy relative to the best compared isomer or geometry (same formula, charge and spin) ... 97.1 kcal/mol
Frontier orbital gap ... 6.91 eV

No. 2
A cluster of 2 separate species, C10H16O in total in a non-equilibrium geometry. Source: OMol25; level of theory: ωB97M-V/def2-TZVPD.

Each atom is followed by the atoms it is bonded to, with distances in Å.
Cartesian coordinates (Å):
1 C 1.7853 0.6199 2.6711  C5 1.515, H13 1.115, H14 1.045, H16 1.137
2 C 2.3978 -1.0003 -0.8116  C3 1.485, C4 1.381, H9 1.041
3 C 2.5704 -0.0632 0.3278  C2 1.485, C5 1.422, H10 1.092
4 C 1.2421 -1.7293 -1.0117  C2 1.381, C6 1.435, O8 1.303
5 C 1.6428 -0.1892 1.3981  C1 1.515, C3 1.422, C7 1.448
6 C 0.2905 -1.8423 0.0563  C4 1.435, C7 1.350, H12 1.135
7 C 0.5357 -1.0890 1.1491  C5 1.448, C6 1.350, H15 1.093
8 O 0.8324 -2.1876 -2.1608  C4 1.303, H11 1.054
9 H 3.1737 -1.0941 -1.4989  C2 1.041
10 H 3.4915 0.5221 0.3487  C3 1.092
11 H 1.4630 -1.9009 -2.9548  O8 1.054
12 H -0.6058 -2.4271 -0.3220  C6 1.135
13 H 0.8816 0.6661 3.3219  C1 1.115
14 H 1.8850 1.6363 2.4512  C1 1.045
15 H 0.0672 -1.1041 2.1362  C7 1.093
16 H 2.5652 0.3017 3.4346  C1 1.137
17 C -2.6759 1.1899 -1.1440  C18 1.556, C19 1.522, H20 1.186, H21 1.090
18 C -2.2495 1.9392 0.1515  C17 1.556, H22 1.092, H23 1.070, H25 1.084
19 C -1.9035 -0.0882 -1.4360  C17 1.522, H24 1.039, H26 1.022, H27 1.062
20 H -2.3267 1.9629 -1.9727  C17 1.186
21 H -3.7398 1.0191 -0.9770  C17 1.090
22 H -2.9011 2.7517 0.4806  C18 1.092
23 H -2.0555 1.2625 0.9580  C18 1.070
24 H -2.0695 -0.9527 -0.8842  C19 1.039
25 H -1.2369 2.3083 0.0350  C18 1.084
26 H -0.8865 -0.0098 -1.3700  C19 1.022
27 H -2.1737 -0.5020 -2.3763  C19 1.062

Properties
HOMO energy ... -8.189 eV
Molecular weight ... 152.237 g/mol
Structure (SMILES) ... Cc1ccc(O)cc1.CCC
Multiplicity ... 1
Maximum force ... 5.3 eV Å⁻¹
E ... -12674.69511 eV
Energy relative to the best compared isomer or geometry (same formula, charge and spin) ... 69.9 kcal/mol
Frontier orbital gap ... 8.87 eV

No. 3
The molecule C2H2N4O in a non-equilibrium geometry. Source: OMol25; level of theory: ωB97M-V/def2-TZVPD.

Each atom is followed by the atoms it is bonded to, with distances in Å.
Cartesian coordinates (Å):
1 C -0.7919 -0.5518 0.1583  C2 1.276, H4 1.064, O9 1.351
2 C 0.3371 -0.0053 -0.0739  C1 1.276, N5 1.500, N8 1.452
3 H -2.4697 -0.7222 1.2694  O9 1.070
4 H -1.6433 -0.4805 -0.4760  C1 1.064
5 N 0.5790 0.5395 -1.4508  C2 1.500, N6 1.182
6 N 1.6593 1.0166 -1.4111  N5 1.182, N7 1.488
7 N 2.2310 0.8928 -0.0424  N6 1.488, N8 1.239
8 N 1.5190 0.2389 0.7328  C2 1.452, N7 1.239
9 O -1.4205 -0.9281 1.2936  C1 1.351, H3 1.070

Properties
HOMO energy ... -10.137 eV
Molecular weight ... 98.065 g/mol
Structure (SMILES) ... OC=C1N=NN=N1
Multiplicity ... 1
Maximum force ... 6.8 eV Å⁻¹
E ... -10109.77541 eV
Energy relative to the best compared isomer or geometry (same formula, charge and spin) ... 58.3 kcal/mol
Frontier orbital gap ... 9.24 eV